<w>
This record from the Open Molecules 2025 dataset describes 2 unconnected molecules or ions with the total composition C3H6O. The level of theory is ωB97M-V with the def2-TZVPD basis set.

Geometry as ORCA input:
```
! RIJCOSX wB97M-V def2-TZVPD def2/J DEFGRID3
* xyz 0 1
O 1.437 0.796 1.121
C 0.910 -0.311 0.951
C -0.001 -0.642 -0.122
C -0.599 0.409 -0.993
H -0.619 0.483 1.450
H -0.133 -1.696 -0.347
H 1.233 -1.162 1.577
H -1.592 0.726 -0.689
H -0.639 0.077 -2.031
H 0.003 1.320 -0.917
*
```

Computed properties:
Orbital gap   0.2647 hartree
E_LUMO   -1.6 eV

How is the electron density shared among the atoms? According to natural (NBO), the charges in e are: -0.6774 0.2095 -0.1017 -0.7024 0.2082 0.2100 0.1394 0.2388 0.2206 0.2549

***

<x>
This record from the Open Molecules 2025 dataset describes a single C3H6O molecule. The level of theory is ωB97M-V with the def2-TZVPD basis set.

Geometry as ORCA input:
```
! RIJCOSX wB97M-V def2-TZVPD def2/J DEFGRID3
* xyz 0 1
C -1.227 0.264 0.061
C 0.095 -0.384 -0.223
C 1.345 0.388 -0.261
O 0.904 -0.745 0.881
H -1.872 -0.432 0.604
H -1.718 0.541 -0.878
H -1.084 1.169 0.657
H 0.057 -1.267 -0.861
H 2.112 -0.057 -0.914
H 1.387 0.523 0.934
*
```

Computed properties:
Orbital gap   0.4043 hartree
Structure (SMILES)   C[C@H]1CO1
E_LUMO   1.2 eV

How is the electron density shared among the atoms? According to natural (NBO), the charges in e are: -0.6336 0.0294 -0.2624 -0.5278 0.2181 0.2183 0.2199 0.1921 0.1908 0.3553

***

<y>
This record from the Open Molecules 2025 dataset describes a single C3H6O molecule. The level of theory is ωB97M-V with the def2-TZVPD basis set.

Geometry as ORCA input:
```
! RIJCOSX wB97M-V def2-TZVPD def2/J DEFGRID3
* xyz 0 1
C -1.593 -0.104 -0.116
C -0.186 -0.040 0.394
C 1.241 -0.572 -0.112
O 0.810 0.832 -0.179
H -1.879 -0.374 -1.136
H -1.954 0.955 0.007
H -2.418 -0.800 0.308
H -0.347 -0.098 1.456
H 1.129 -1.421 -0.825
H 2.214 -0.621 0.625
*
```

Computed properties:
Orbital gap   0.4057 hartree
Structure (SMILES)   C[C@H]1CO1
E_LUMO   1.1 eV

How is the electron density shared among the atoms? According to natural (NBO), the charges in e are: -0.6754 0.0581 -0.1423 -0.4859 0.2199 0.2298 0.2348 0.1713 0.1981 0.1916

***

<z>
This record from the Open Molecules 2025 dataset describes 3 unconnected molecules or ions with the total composition C3H6O. The level of theory is ωB97M-V with the def2-TZVPD basis set.

Geometry as ORCA input:
```
! RIJCOSX wB97M-V def2-TZVPD def2/J DEFGRID3
* xyz 0 1
C 0.913 -0.523 -0.815
C -0.113 0.274 -0.210
C -0.527 0.709 1.115
O -0.036 1.614 0.083
H 0.704 -0.984 -1.775
H -0.399 -1.507 -0.448
H 1.960 -0.190 -0.724
H -1.054 -0.782 -0.550
H -1.591 0.791 1.354
H 0.144 0.598 1.970
*
```

Computed properties:
Orbital gap   0.3525 hartree
E_LUMO   0.4 eV

How is the electron density shared among the atoms? According to natural (NBO), the charges in e are: -0.5184 0.1692 -0.1388 -0.4618 0.2194 0.1068 0.2014 0.0481 0.1869 0.1871

***

Most favorable first, least favorable last: <y>, <x>, <w>, <z>